No. 1
A 9-piece molecular cluster, C36H45F27O18 overall, computed with ωB97M-V/def2-TZVPD.

Structure (XYZ):
```
126
Properties=species:S:1:pos:R:3
C -3.366 14.666 2.720
C -3.848 13.197 3.048
O -2.796 12.316 2.848
C -2.948 11.067 3.259
O -3.800 10.676 4.058
C -1.893 10.150 2.573
F -1.762 8.971 3.232
F -2.204 9.895 1.338
F -0.641 10.734 2.542
H -4.107 15.448 2.890
H -3.140 14.681 1.654
H -2.594 14.901 3.452
H -4.752 12.903 2.515
H -4.115 13.148 4.104
C 6.701 -8.240 -7.441
C 6.677 -7.740 -5.987
O 7.336 -6.474 -5.949
C 6.618 -5.382 -5.921
O 5.406 -5.296 -5.735
C 7.399 -4.086 -5.890
F 6.605 -3.027 -6.136
F 7.909 -4.016 -4.663
F 8.342 -4.211 -6.846
H 5.842 -8.883 -7.632
H 7.612 -8.807 -7.631
H 6.628 -7.359 -8.079
H 7.233 -8.493 -5.429
H 5.648 -7.716 -5.629
C -11.831 1.726 4.147
C -10.736 2.780 4.345
O -9.494 2.147 4.086
C -8.936 2.228 2.863
O -9.372 2.918 1.952
C -7.492 1.651 2.730
F -7.121 1.088 3.903
F -7.544 0.644 1.886
F -6.634 2.597 2.371
H -11.540 0.839 4.710
H -11.772 1.244 3.171
H -12.863 1.988 4.381
H -10.737 3.035 5.405
H -11.097 3.636 3.775
C 12.283 -7.415 6.261
C 12.211 -6.306 7.310
O 10.813 -6.066 7.583
C 10.287 -4.900 7.031
O 10.926 -3.933 6.589
C 8.714 -4.945 7.049
F 8.253 -5.986 7.754
F 8.247 -3.866 7.642
F 8.249 -4.985 5.814
H 13.323 -7.683 6.077
H 11.933 -7.013 5.311
H 11.777 -8.359 6.463
H 12.752 -5.403 7.028
H 12.660 -6.807 8.168
C 1.968 0.403 -12.148
C 2.656 -0.714 -12.964
O 2.890 -0.121 -14.233
C 2.330 -0.566 -15.405
O 1.611 -1.554 -15.536
C 2.531 0.505 -16.485
F 2.321 0.038 -17.720
F 1.724 1.536 -16.205
F 3.746 1.019 -16.378
H 1.079 0.900 -12.538
H 2.750 1.074 -11.792
H 1.573 -0.101 -11.266
H 2.047 -1.602 -13.132
H 3.556 -1.121 -12.503
C -11.973 4.879 -6.676
C -11.443 3.961 -5.536
O -10.009 4.106 -5.360
C -9.165 3.304 -6.128
O -9.498 2.641 -7.101
C -7.638 3.515 -5.725
F -7.063 4.243 -6.705
F -7.499 4.233 -4.604
F -6.988 2.337 -5.527
H -11.492 4.602 -7.614
H -11.891 5.943 -6.453
H -13.034 4.636 -6.724
H -11.675 2.914 -5.730
H -11.907 4.291 -4.607
C -6.136 5.129 10.032
C -4.595 5.162 9.838
O -3.840 4.449 10.875
C -3.756 3.039 10.961
O -4.261 2.277 10.153
C -2.916 2.574 12.114
F -3.498 1.577 12.695
F -1.722 2.091 11.684
F -2.825 3.634 12.966
H -6.578 4.293 9.489
H -6.528 6.105 9.745
H -6.501 5.034 11.054
H -4.328 6.213 9.942
H -4.224 4.887 8.851
C 5.550 -8.347 0.974
C 6.528 -9.361 1.551
O 5.720 -10.611 1.716
C 6.304 -11.720 2.230
O 7.471 -11.766 2.678
C 5.391 -12.877 2.272
F 5.817 -13.849 1.442
F 5.262 -13.368 3.528
F 4.128 -12.512 1.936
H 4.838 -8.029 1.736
H 4.813 -8.689 0.246
H 6.082 -7.525 0.496
H 7.008 -8.953 2.441
H 7.302 -9.695 0.861
C 1.187 1.038 -1.251
C 1.612 -0.201 -0.372
O 1.024 -0.088 0.907
C 1.552 0.725 1.830
O 2.333 1.608 1.560
C 1.002 0.503 3.232
F 0.431 -0.693 3.359
F 2.007 0.545 4.043
F 0.223 1.496 3.487
H 0.123 1.083 -1.483
H 1.740 1.015 -2.190
H 1.403 1.970 -0.729
H 2.700 -0.202 -0.292
H 1.399 -1.141 -0.881
```

Results
Relative energy (zero: lowest compared OMol25 entry of this formula, charge and spin) = 5.727 eV
LUMO level = 0.3 eV
E = -148287.04724 eV
Maximum force = 0.11162 Eh/bohr
Orbital gap = 11.4 eV
Structure (SMILES) = CCOC(=O)C(F)(F)F.CCOC(=O)C(F)(F)F.CCOC(=O)C(F)(F)F.CCOC(=O)C(F)(F)F.CCOC(=O)C(F)(F)F.CCOC(=O)C(F)(F)F.CCOC(=O)C(F)(F)F.CCOC(=O)C(F)(F)F.CCOC(=O)C(F)(F)F
HOMO = -11.0 eV

---

No. 2
C13H14BrN3OS as an isolated structure, computed with ωB97M-V/def2-TZVPD.

Structure (XYZ):
```
33
Properties=species:S:1:pos:R:3
C 0.490 3.584 0.825
H 0.602 4.656 0.634
H -0.433 3.332 0.722
H 0.953 3.279 1.659
C 1.229 2.768 -0.568
C 1.137 1.377 -0.234
N 0.870 0.684 0.955
N 1.019 -0.486 0.556
C 1.280 -0.886 -0.603
N 1.493 -2.251 -0.926
C 0.883 -3.158 -0.329
O 1.103 -4.325 -0.950
C 0.063 -3.351 0.735
C -1.119 -2.209 0.545
C -1.598 -1.346 1.272
C -2.713 -0.532 1.196
C -3.219 -0.806 -0.110
C -2.880 -1.668 -0.977
C -1.682 -2.332 -0.778
H -1.490 -3.151 -1.293
H -3.382 -1.726 -2.103
Br -4.804 0.618 -0.484
H -2.984 0.374 1.816
H -1.158 -1.157 2.525
H 0.609 -2.540 1.414
H -0.212 -4.138 1.151
H 1.969 -2.545 -1.785
S 1.597 0.574 -1.688
C 2.577 3.397 -0.343
H 3.229 2.938 -1.212
H 3.172 3.287 0.424
H 2.649 4.487 -0.704
H 0.753 3.249 -1.344
```

Results
Relative energy (zero: lowest compared OMol25 entry of this formula, charge and spin) = 11.351 eV
LUMO level = -0.3 eV
E = -101092.65230 eV
Maximum force = 0.30848 Eh/bohr
Orbital gap = 8.7 eV
HOMO = -9.0 eV

---

No. 3
A 11-piece molecular cluster, C35H100N14O11 overall, computed with ωB97M-V/def2-TZVPD.

Structure (XYZ):
```
160
Properties=species:S:1:pos:R:3
C -1.088 -1.909 -7.167
O -2.389 -1.952 -7.735
C -2.342 -2.620 -8.976
C -1.980 -4.084 -8.864
C -2.118 -4.850 -10.205
N -2.952 -4.727 -7.856
H -0.483 -1.371 -7.897
H -0.581 -2.833 -6.890
H -1.092 -1.255 -6.294
H -3.295 -2.521 -9.495
H -1.593 -2.156 -9.617
H -1.009 -4.278 -8.409
H -3.161 -4.716 -10.493
H -1.739 -5.868 -10.117
H -1.475 -4.336 -10.920
H -2.900 -4.120 -7.051
H -2.444 -5.537 -7.532
C 7.896 1.956 8.251
O 7.029 2.882 7.689
C 7.417 3.123 6.317
C 6.324 4.062 5.740
C 6.332 4.062 4.175
N 6.579 5.394 6.240
H 8.662 2.412 8.879
H 8.412 1.299 7.551
H 7.351 1.322 8.952
H 8.401 3.590 6.310
H 7.447 2.193 5.750
H 5.397 3.766 6.232
H 7.251 4.157 3.598
H 5.651 4.802 3.755
H 5.912 3.093 3.907
H 6.719 5.324 7.238
H 7.484 5.680 5.895
C -3.576 -9.869 -4.770
O -2.220 -9.712 -4.435
C -2.095 -9.857 -3.061
C -0.687 -9.259 -2.640
C -0.283 -7.914 -3.162
N 0.395 -10.176 -3.055
H -4.107 -10.777 -4.486
H -3.852 -9.628 -5.797
H -4.333 -9.144 -4.469
H -2.838 -9.214 -2.590
H -2.346 -10.854 -2.700
H -0.566 -9.221 -1.558
H 0.731 -7.798 -2.779
H -0.891 -7.124 -2.723
H -0.204 -7.873 -4.248
H 1.227 -9.627 -3.216
H 0.017 -10.357 -3.974
C 1.521 -5.749 6.984
O 2.336 -4.843 6.244
C 2.174 -4.805 4.880
C 3.311 -3.987 4.161
C 3.227 -2.528 4.501
N 3.210 -4.135 2.743
H 1.786 -5.809 8.040
H 1.508 -6.755 6.565
H 0.464 -5.496 7.057
H 2.224 -5.852 4.580
H 1.236 -4.512 4.408
H 4.353 -4.282 4.284
H 3.611 -2.244 5.480
H 2.211 -2.158 4.361
H 3.918 -2.093 3.779
H 3.827 -3.422 2.379
H 2.350 -3.694 2.449
C -5.586 -0.492 10.844
O -5.638 -0.431 9.430
C -6.921 -0.284 8.885
C -6.605 -0.034 7.378
C -5.739 1.188 7.154
N -7.780 0.154 6.527
H -4.544 -0.277 11.077
H -5.784 -1.470 11.283
H -6.027 0.372 11.341
H -7.555 -1.167 8.961
H -7.370 0.548 9.427
H -5.935 -0.819 7.027
H -4.836 1.163 7.765
H -6.243 2.139 7.327
H -5.605 1.209 6.073
H -7.566 0.239 5.543
H -8.309 -0.702 6.443
C 3.197 12.057 -4.537
O 2.395 11.265 -3.620
C 2.857 9.903 -3.644
C 2.188 8.972 -2.557
C 2.382 9.583 -1.203
N 2.708 7.618 -2.586
H 4.267 12.026 -4.332
H 2.957 13.114 -4.425
H 3.198 11.725 -5.575
H 2.482 9.505 -4.586
H 3.947 9.881 -3.646
H 1.144 8.952 -2.870
H 3.316 9.601 -0.643
H 1.665 9.155 -0.501
H 2.015 10.607 -1.130
H 2.352 7.298 -3.475
H 3.711 7.610 -2.710
C -6.591 -0.330 -0.536
O -5.787 -1.058 0.388
C -6.268 -2.442 0.412
C -6.264 -3.164 -0.981
C -6.607 -4.633 -0.724
N -4.972 -3.127 -1.628
H -7.560 -0.824 -0.612
H -6.113 -0.320 -1.515
H -6.762 0.709 -0.254
H -5.564 -2.961 1.063
H -7.258 -2.359 0.862
H -6.975 -2.618 -1.601
H -5.898 -5.252 -0.175
H -6.645 -5.116 -1.700
H -7.620 -4.802 -0.356
H -4.862 -2.276 -2.161
H -4.160 -3.064 -1.031
C 10.802 -0.260 -3.540
O 9.622 -0.509 -2.791
C 8.528 -0.368 -3.641
C 7.263 -0.937 -2.962
C 6.080 -1.159 -3.914
N 6.849 0.012 -1.969
H 11.653 -0.558 -2.928
H 10.983 0.761 -3.874
H 10.816 -0.831 -4.469
H 8.405 0.702 -3.806
H 8.639 -0.928 -4.570
H 7.415 -1.933 -2.546
H 6.261 -1.965 -4.625
H 5.838 -0.330 -4.578
H 5.180 -1.447 -3.372
H 6.779 0.912 -2.421
H 7.681 0.002 -1.395
N -1.123 1.515 0.254
C -0.267 0.818 -0.316
N 0.686 1.581 -0.679
O -0.302 -0.401 -0.378
H -1.087 2.524 0.264
H -2.051 1.127 0.348
H 0.631 2.588 -0.632
H 1.565 1.108 -0.829
N -2.458 4.579 -4.113
C -3.361 5.459 -3.760
N -3.636 6.238 -4.713
O -3.802 5.506 -2.657
H -1.929 4.646 -4.971
H -2.111 3.872 -3.481
H -4.419 6.875 -4.688
H -3.156 6.029 -5.576
N -6.631 7.747 4.607
C -5.778 7.415 3.710
N -6.307 6.786 2.720
O -4.570 7.631 3.742
H -7.611 7.504 4.617
H -6.225 8.362 5.297
H -7.296 6.919 2.567
H -5.644 6.621 1.976
```

Results
Relative energy (zero: lowest compared OMol25 entry of this formula, charge and spin) = 8.016 eV
LUMO level = 0.1 eV
E = -81291.94371 eV
Maximum force = 0.19228 Eh/bohr
Orbital gap = 9.2 eV
Structure (SMILES) = COC[C@H](C)N.COC[C@H](C)N.COC[C@H](C)N.COC[C@H](C)N.COC[C@H](C)N.COC[C@H](C)N.COC[C@H](C)N.COC[C@H](C)N.NC(N)=O.NC(N)=O.NC(N)=O
HOMO = -9.0 eV

---

No. 4
One molecule with the formula C4H6N2O, computed with ωB97M-V/def2-TZVPD.

Structure (XYZ):
```
13
Properties=species:S:1:pos:R:3
C -0.664 1.605 0.164
C 0.820 1.985 -0.001
C -0.191 -0.683 0.400
C -0.016 -1.495 -0.809
N -0.958 0.410 0.382
N 1.540 1.031 -0.289
O 0.296 -1.413 1.466
H -1.408 2.265 0.016
H 0.924 3.031 0.043
H 0.807 -2.284 -0.796
H -0.031 -1.033 -1.782
H -0.838 -2.079 -1.044
H -0.282 -1.341 2.251
```

Results
Relative energy (zero: lowest compared OMol25 entry of this formula, charge and spin) = 4.916 eV
LUMO level (spin up / spin down) = 0.2 / 0.2 eV
E = -9268.58565 eV
Maximum force = 0.07115 Eh/bohr
Orbital gap (spin up / spin down) = 7.4 / 7.4 eV
HOMO (spin up / spin down) = -7.2 / -7.2 eV

---

No. 5
One molecule with the formula C3H2Cl2O2, computed with ωB97M-V/def2-TZVPD.

Structure (XYZ):
```
9
Properties=species:S:1:pos:R:3
C 2.057 0.685 -0.467
C 0.874 0.119 -0.403
C -1.290 -0.198 0.434
O 3.187 0.946 -0.596
O -0.312 0.745 0.070
Cl -2.590 0.764 1.175
Cl -1.973 -1.109 -1.004
H -0.961 -1.058 1.202
H 1.007 -0.895 -0.413
```

Results
Spin multiplicity = 3
Relative energy (zero: lowest compared OMol25 entry of this formula, charge and spin) = 0.792 eV
LUMO level (spin up / spin down) = 0.6 / -2.3 eV
E = -32278.21136 eV
Maximum force = 0.06821 Eh/bohr
Orbital gap (spin up / spin down) = 7.3 / 9.2 eV
⟨S²⟩ = 2.01
HOMO (spin up / spin down) = -6.7 / -11.5 eV

---

No. 6
C25H19AsHgN as an isolated structure, computed with ωB97M-V/def2-TZVPD.

Structure (XYZ):
```
47
Properties=species:S:1:pos:R:3
Hg -2.558 1.705 2.327
N 3.002 5.638 -0.986
C 2.126 5.104 -0.468
C 1.040 4.406 0.170
C 1.136 4.050 1.512
C 0.114 3.323 2.104
C -1.007 2.964 1.364
C -1.109 3.343 0.031
C -0.084 4.056 -0.573
H 2.014 4.331 2.079
H 0.208 3.033 3.143
H -1.984 3.089 -0.556
H -0.145 4.337 -1.616
C 1.705 -5.012 1.291
C 1.018 -4.468 2.366
C 0.494 -3.185 2.274
C 0.643 -2.443 1.105
C 1.334 -2.995 0.031
C 1.865 -4.274 0.126
As -0.179 -0.674 1.072
C -1.811 -1.130 0.094
C -2.378 -2.398 0.173
C -3.598 -2.661 -0.437
C -4.266 -1.662 -1.131
C -3.706 -0.395 -1.217
C -2.489 -0.131 -0.605
C 0.838 0.176 -0.357
C 0.569 0.023 -1.715
C 1.340 0.686 -2.660
C 2.388 1.503 -2.259
C 2.669 1.653 -0.909
C 1.893 0.996 0.036
H 2.119 -6.010 1.361
H 0.894 -5.038 3.278
H -0.035 -2.758 3.119
H 1.464 -2.426 -0.880
H 2.406 -4.694 -0.712
H -1.867 -3.190 0.707
H -4.027 -3.653 -0.370
H -5.216 -1.871 -1.605
H -4.215 0.389 -1.764
H -2.045 0.853 -0.697
H -0.248 -0.610 -2.039
H 1.121 0.563 -3.713
H 2.983 2.027 -2.996
H 3.481 2.296 -0.594
H 2.102 1.133 1.092
```

Results
Spin multiplicity = 2
LUMO level (spin up / spin down) = 0.2 / -1.2 eV
E = -92734.66394 eV
Maximum force = 0.00240 Eh/bohr
Orbital gap (spin up / spin down) = 7.8 / 7.4 eV
⟨S²⟩ = 0.76
HOMO (spin up / spin down) = -7.6 / -8.6 eV

---

No. 7
C36H28Cl2FeN6O5PS as an isolated structure, computed with ωB97M-V/def2-TZVPD.

Structure (XYZ):
```
80
Properties=species:S:1:pos:R:3
Fe 0.663 -0.325 1.161
Cl 3.325 -1.919 -5.107
C 3.262 -1.664 -3.384
C 2.078 -1.917 -2.714
C 1.964 -1.673 -1.349
N 0.769 -1.809 -0.636
C -0.035 -2.846 -0.903
O 0.184 -3.825 -1.629
C -1.413 -2.687 -0.305
C -2.439 -3.342 -0.828
C -3.917 -3.115 -0.560
C -4.334 -1.691 1.527
C -3.749 -0.532 0.842
N -1.619 -1.654 0.678
C 3.060 -1.156 -0.648
C 4.268 -0.964 -1.318
C 4.364 -1.198 -2.679
Cl 5.880 -0.877 -3.480
N 2.817 -0.776 0.672
C 3.815 -0.710 1.550
O 4.975 -1.131 1.464
C 3.429 0.034 2.800
C 4.419 0.554 3.623
C 4.047 1.330 4.705
C 2.698 1.560 4.933
C 1.780 0.983 4.076
N 2.136 0.222 3.033
H 1.224 -2.295 -3.258
H -2.194 -4.080 -1.584
H -4.398 -4.057 -0.828
H -4.780 -1.599 2.514
H -4.350 0.351 0.647
H 5.132 -0.619 -0.772
H 5.449 0.338 3.379
H 4.796 1.758 5.360
H 2.357 2.181 5.750
H 0.719 1.148 4.214
O 1.260 2.528 1.474
S -0.047 2.426 2.122
O -0.195 3.194 3.336
O -0.434 1.003 2.254
C -1.169 3.142 0.926
C -1.821 4.328 1.227
C -2.618 4.934 0.270
C -2.763 4.349 -0.983
C -2.120 3.156 -1.274
C -1.320 2.530 -0.323
P -0.542 0.884 -0.664
C 0.431 1.220 -2.171
C 1.742 1.626 -1.898
C 2.631 1.866 -2.934
C 2.227 1.697 -4.252
C 0.930 1.295 -4.529
C 0.036 1.056 -3.495
C -2.102 -0.016 -0.984
C -2.558 -0.686 0.259
C -4.339 -2.870 0.891
C -4.543 -2.113 -1.531
C -4.062 -1.047 -2.178
C -2.788 -0.295 -2.099
H -1.670 4.771 2.205
H -3.120 5.867 0.495
H -3.387 4.823 -1.732
H -2.252 2.698 -2.248
H 2.063 1.734 -0.867
H 3.650 2.157 -2.711
H 2.931 1.855 -5.060
H 0.619 1.140 -5.556
H -0.961 0.714 -3.736
H -1.859 -2.062 1.573
H -4.717 -3.746 1.410
H -5.574 -2.367 -1.769
H -4.752 -0.601 -2.893
H -2.457 0.111 -3.049
N -0.320 -2.916 3.044
N -0.140 -1.504 3.090
H -0.167 -3.336 3.949
H 0.368 -3.289 2.403
H 0.553 -1.203 3.761
H -1.020 -1.052 3.301
```

Results
Spin multiplicity = 5
Total charge = -1
Relative energy (zero: lowest compared OMol25 entry of this formula, charge and spin) = 3.665 eV
LUMO level (spin up / spin down) = 2.4 / 2.4 eV
E = -136522.77839 eV
Maximum force = 0.04353 Eh/bohr
Orbital gap (spin up / spin down) = 6.7 / 6.7 eV
⟨S²⟩ = 6.01
HOMO (spin up / spin down) = -4.3 / -4.3 eV

---

No. 8
C8H19IN3 as an isolated structure, computed with ωB97M-V/def2-TZVPD.

Structure (XYZ):
```
31
Properties=species:S:1:pos:R:3
C -0.315 0.699 -0.334
C -0.291 -2.379 -0.392
C 2.178 -1.935 -0.967
C 1.400 -1.575 1.363
C -1.798 0.137 2.003
C -1.414 2.938 -0.116
C 0.461 2.539 -1.530
C 0.931 -1.535 -0.176
N 0.733 -0.091 -0.481
N -1.711 -0.106 0.564
N -0.519 1.964 -0.687
I -3.554 0.021 -0.374
H -0.632 -2.248 -1.350
H -0.174 -3.463 -0.357
H -1.024 -2.211 0.478
H 2.118 -1.665 -2.003
H 2.233 -3.063 -0.865
H 3.085 -1.402 -0.663
H 1.610 -0.547 1.575
H 0.669 -1.899 2.033
H 2.240 -2.254 1.539
H -2.337 0.926 2.286
H -2.319 -0.695 2.306
H -0.715 0.070 2.406
H -1.032 3.882 -0.461
H -1.370 2.752 0.875
H -2.525 2.856 -0.465
H 1.253 3.120 -0.999
H 0.179 3.098 -2.384
H 1.055 1.768 -1.961
H 1.586 0.300 -0.865
```

Results
Total charge = +1
Relative energy (zero: lowest compared OMol25 entry of this formula, charge and spin) = 3.586 eV
LUMO level = -3.8 eV
E = -21164.84565 eV
Maximum force = 0.10448 Eh/bohr
Orbital gap = 8.4 eV
HOMO = -12.3 eV

---

Which formula does entry 1 have?
C36H45F27O18

---

What did the fourth record say?
One molecule with the formula C4H6N2O, computed with ωB97M-V/def2-TZVPD.

Structure (XYZ):
```
13
Properties=species:S:1:pos:R:3
C -0.664 1.605 0.164
C 0.820 1.985 -0.001
C -0.191 -0.683 0.400
C -0.016 -1.495 -0.809
N -0.958 0.410 0.382
N 1.540 1.031 -0.289
O 0.296 -1.413 1.466
H -1.408 2.265 0.016
H 0.924 3.031 0.043
H 0.807 -2.284 -0.796
H -0.031 -1.033 -1.782
H -0.838 -2.079 -1.044
H -0.282 -1.341 2.251
```

Results
Relative energy (zero: lowest compared OMol25 entry of this formula, charge and spin) = 4.916 eV
LUMO level (spin up / spin down) = 0.2 / 0.2 eV
E = -9268.58565 eV
Maximum force = 0.07115 Eh/bohr
Orbital gap (spin up / spin down) = 7.4 / 7.4 eV
HOMO (spin up / spin down) = -7.2 / -7.2 eV

---

The highest maximum force belongs to which entry?
C13H14BrN3OS